[1]
Density functional theory data (ωB97M-V/def2-TZVPD) for a structure of composition C43H39N9O4S4Zr.

* orbital gap: 7.51 eV
* energy: -111437.496 eV
* spin multiplicity: 1
* net charge: +2
* strongest force on any atom: 0.877 eV/Å
* E_HOMO: -12.648 eV

CARTESIAN COORDINATES (ANGSTROEM)
Zr 1.313 -0.203 0.194
O -4.038 2.697 3.866
C -3.425 3.481 2.869
C -2.492 2.620 2.071
C -1.736 3.155 1.038
C -0.867 2.341 0.350
N -0.722 1.031 0.602
C -1.491 0.504 1.574
C -2.359 1.264 2.334
C -1.388 -0.962 1.780
C -2.362 -1.678 2.454
C -2.220 -3.049 2.620
C -3.244 -3.842 3.397
O -4.446 -3.145 3.609
C -1.099 -3.662 2.077
C -0.182 -2.892 1.396
N -0.315 -1.570 1.248
H -4.711 3.215 4.316
H -2.847 4.305 3.304
H -4.160 3.918 2.184
H -1.804 4.202 0.772
H -0.245 2.752 -0.429
H -2.936 0.824 3.132
H -3.241 -1.193 2.850
H -2.823 -4.047 4.385
H -3.403 -4.811 2.916
H -5.024 -3.250 2.847
H -0.938 -4.728 2.168
H 0.696 -3.337 0.945
O 2.477 -1.700 1.165
N 2.526 -1.815 2.457
N 1.970 -0.843 3.033
O 1.446 0.121 2.324
C 1.839 -0.805 4.464
C 0.960 0.117 5.007
C 0.808 0.147 6.385
C 1.528 -0.725 7.188
C 2.409 -1.635 6.617
C 2.576 -1.685 5.244
H 0.415 0.794 4.365
H 0.126 0.859 6.830
H 1.408 -0.694 8.262
H 2.976 -2.308 7.245
H 3.263 -2.384 4.790
S 1.364 -3.096 -3.535
C -0.203 -3.417 -2.872
C -1.102 -4.406 -3.259
C -2.323 -4.455 -2.621
C -2.645 -3.513 -1.640
C -1.750 -2.533 -1.259
C -0.489 -2.499 -1.856
N 0.543 -1.573 -1.612
C 1.536 -1.768 -2.461
C 2.804 -1.046 -2.417
C 3.676 -1.059 -3.507
C 4.952 -0.550 -3.344
C 5.346 -0.077 -2.097
C 4.440 -0.020 -1.043
C 3.123 -0.447 -1.193
H -0.850 -5.109 -4.041
H -3.040 -5.218 -2.892
H -3.621 -3.544 -1.173
H -2.048 -1.785 -0.544
H 3.380 -1.479 -4.462
H 5.650 -0.557 -4.170
H 6.367 0.253 -1.951
H 4.776 0.364 -0.085
C 5.351 3.261 1.054
N 4.676 3.143 -0.232
C 5.233 3.446 -1.461
C 4.309 3.186 -2.396
N 3.174 2.729 -1.730
C 3.421 2.693 -0.397
S 2.405 2.226 0.879
C 1.943 2.458 -2.371
C 1.628 3.217 -3.488
C 0.458 2.947 -4.174
C -0.361 1.940 -3.703
C 0.024 1.258 -2.567
N 1.157 1.495 -1.888
H 6.417 3.358 0.872
H 5.153 2.369 1.644
H 4.988 4.133 1.593
H 6.242 3.806 -1.555
H 4.361 3.238 -3.467
H 2.279 4.022 -3.797
H 0.191 3.531 -5.044
H -1.303 1.694 -4.173
H -0.627 0.499 -2.165
S -3.192 0.668 -1.565
C -4.126 0.720 -2.934
N -4.643 -0.332 -3.570
C -5.630 -0.083 -4.616
C -5.370 1.341 -5.112
S -4.567 2.209 -3.727
H -4.536 -1.241 -3.145
H -6.639 -0.183 -4.210
H -5.507 -0.804 -5.422
H -6.296 1.849 -5.364
H -4.713 1.354 -5.979


[2]
Density functional theory data (ωB97M-V/def2-TZVPD) for a structure of composition C43H40AsBrCrF3N3O6S2.

* orbital gap (alpha / beta): 3.84 / 6.00 eV
* energy: -251122.707 eV
* spin multiplicity: 5
* net charge: -2
* strongest force on any atom: 0.572 eV/Å
* <S²>: 6.100
* E_HOMO (alpha / beta): 0.153 / -2.020 eV

CARTESIAN COORDINATES (ANGSTROEM)
Cr 0.356 0.782 0.194
S 3.656 -0.444 1.902
C 3.004 -1.364 3.200
C 3.725 -2.393 3.856
C 3.254 -2.997 5.002
C 2.029 -2.618 5.557
C 1.278 -1.652 4.908
C 1.737 -1.059 3.735
As 0.718 0.324 2.818
C 1.349 1.884 3.814
C 0.564 3.028 3.925
C 1.031 4.136 4.614
C 2.302 4.119 5.175
C 3.099 2.993 5.039
C 2.627 1.877 4.360
C -1.006 0.030 3.736
C -1.354 0.653 4.931
C -2.550 0.352 5.573
C -3.415 -0.587 5.032
C -3.071 -1.226 3.849
C -1.881 -0.917 3.208
H 4.688 -2.666 3.443
H 3.850 -3.766 5.482
H 1.662 -3.076 6.468
H 0.315 -1.377 5.319
H -0.415 3.058 3.462
H 0.411 5.021 4.695
H 2.675 4.990 5.702
H 4.101 2.982 5.451
H 3.260 1.008 4.236
H -0.688 1.378 5.379
H -2.798 0.853 6.502
H -4.349 -0.821 5.531
H -3.734 -1.966 3.415
H -1.632 -1.415 2.283
C -2.251 3.943 -0.195
O -1.456 3.037 -0.925
C -1.856 2.705 -2.185
C -2.933 3.320 -2.839
C -3.257 2.798 -4.102
Br -4.750 3.589 -5.013
C -2.582 1.791 -4.710
C -1.441 1.188 -4.072
C -1.146 1.678 -2.764
O -0.154 1.067 -1.974
C -0.750 0.193 -4.801
N -1.216 -0.344 -5.946
C -0.263 -1.221 -6.371
C -0.233 -2.028 -7.509
C 0.885 -2.828 -7.732
C 1.962 -2.834 -6.848
C 1.947 -2.038 -5.699
C 0.832 -1.254 -5.478
N 0.493 -0.372 -4.468
H -3.280 3.581 -0.106
H -2.255 4.931 -0.666
H -1.796 4.012 0.788
H -3.507 4.112 -2.392
H -2.853 1.432 -5.690
H -0.063 0.142 -2.253
H -1.066 -2.016 -8.201
H 0.921 -3.458 -8.614
H 2.820 -3.464 -7.049
H 2.778 -2.045 -5.006
H 1.164 -0.019 -3.806
F 0.821 5.239 -0.852
C 1.694 4.247 -1.067
F 2.879 4.800 -1.355
F 1.298 3.552 -2.126
S 1.837 3.197 0.458
O 2.189 1.855 -0.051
O 2.823 3.877 1.234
O 0.481 3.114 0.986
C -1.863 -3.014 -1.946
N -1.436 -3.593 -0.680
C -2.584 -3.989 0.105
C -0.613 -2.656 0.091
C 0.655 -2.259 -0.622
C 1.385 -3.288 -1.226
C 2.564 -3.038 -1.896
C 3.029 -1.732 -1.982
C 2.316 -0.710 -1.378
C 1.123 -0.941 -0.671
H -2.463 -3.743 -2.493
H -1.000 -2.757 -2.559
H -2.469 -2.104 -1.809
H -3.182 -4.717 -0.447
H -3.239 -3.135 0.360
H -2.255 -4.449 1.040
H -0.345 -3.157 1.030
H -1.175 -1.753 0.344
H 0.991 -4.296 -1.167
H 3.115 -3.852 -2.353
H 3.956 -1.508 -2.497
H 2.725 0.290 -1.428
C -2.576 0.360 -0.071
O -1.379 0.405 0.640
H -3.153 -0.531 0.220
H -2.446 0.324 -1.158
H -3.197 1.236 0.154


[3]
Density functional theory data (ωB97M-V/def2-TZVPD) for a structure of composition C43H40AsF3I2N5O3P2SSr in a non-equilibrium geometry.

* orbital gap: 7.14 eV
* energy: -174281.255 eV
* spin multiplicity: 1
* net charge: -1
* strongest force on any atom: 2.173 eV/Å
* E_HOMO: -5.138 eV

CARTESIAN COORDINATES (ANGSTROEM)
Sr 14.764 12.567 9.932
N 13.424 14.529 11.269
N 14.399 15.298 12.001
C 15.727 14.626 12.161
O 16.630 15.364 12.468
O 15.744 13.354 11.979
H 13.299 14.943 10.347
H 12.542 14.627 11.768
H 14.540 16.220 11.612
I 13.816 17.506 8.231
C 15.569 16.462 7.617
C 16.612 17.015 6.861
C 17.674 16.262 6.383
I 19.330 17.318 5.552
C 17.678 14.878 6.634
C 18.580 13.980 6.006
C 18.454 12.671 6.273
C 17.521 12.208 7.235
N 16.687 13.000 7.827
C 16.707 14.318 7.464
C 15.630 15.132 7.993
O 14.746 14.658 8.786
H 16.516 18.066 6.576
H 19.310 14.287 5.280
H 19.064 11.925 5.773
H 17.450 11.158 7.509
N 10.081 12.369 10.918
P 10.986 11.271 11.902
C 10.162 9.634 11.527
C 10.973 8.555 11.131
C 10.390 7.347 10.820
C 9.008 7.205 10.857
C 8.191 8.269 11.208
C 8.756 9.478 11.534
C 10.267 11.661 13.561
C 9.685 10.695 14.397
C 9.238 11.084 15.620
C 9.316 12.405 16.037
C 9.924 13.369 15.224
C 10.384 12.981 13.991
P 10.551 12.794 9.340
C 9.273 11.793 8.463
C 8.167 12.403 7.876
C 7.280 11.651 7.108
C 7.504 10.276 6.848
C 8.583 9.677 7.450
C 9.473 10.428 8.240
C 9.983 14.514 9.212
C 10.271 15.172 7.995
C 9.896 16.487 7.795
C 9.212 17.203 8.816
C 8.882 16.541 9.966
C 9.245 15.230 10.179
H 9.066 12.396 11.073
H 12.038 8.702 10.977
H 10.964 6.525 10.404
H 8.578 6.259 10.584
H 7.108 8.128 11.192
H 8.109 10.340 11.741
H 9.779 9.622 14.180
H 8.834 10.350 16.290
H 9.037 12.732 17.047
H 9.978 14.373 15.604
H 10.887 13.656 13.348
H 7.970 13.465 8.031
H 6.460 12.068 6.569
H 6.862 9.765 6.138
H 8.867 8.645 7.183
H 10.397 9.913 8.540
H 10.885 14.690 7.218
H 10.229 17.034 6.931
H 8.992 18.245 8.654
H 8.360 17.013 10.798
H 8.912 14.696 11.044
F 14.844 5.676 11.092
C 14.597 6.840 10.450
F 13.296 6.810 10.107
F 15.258 6.745 9.294
C 15.051 8.037 11.262
C 15.663 7.922 12.463
C 16.293 8.992 13.038
C 16.275 10.202 12.390
N 15.629 10.375 11.227
C 14.994 9.317 10.689
S 14.056 9.715 9.306
H 15.706 6.973 13.023
H 16.839 8.850 13.965
H 16.747 11.106 12.762
C 13.934 14.115 15.699
As 14.406 12.336 15.014
C 13.393 11.438 16.410
C 16.319 12.318 15.640
H 14.069 14.197 16.815
H 12.875 14.343 15.511
H 14.513 14.852 15.171
H 13.311 11.957 17.357
H 13.768 10.427 16.669
H 12.397 11.283 15.990
H 16.372 12.756 16.661
H 16.920 12.845 14.918
H 16.680 11.289 15.661


[4]
Density functional theory data (ωB97M-V/def2-TZVPD) for a structure of composition C43H40BrN5O3PSTi.

* orbital gap: 6.52 eV
* energy: -172096.363 eV
* spin multiplicity: 1
* net charge: +3
* strongest force on any atom: 0.311 eV/Å
* E_HOMO: -16.334 eV

CARTESIAN COORDINATES (ANGSTROEM)
Ti -0.294 -0.669 0.908
C 3.176 0.696 3.320
C 2.694 -0.746 3.423
C 1.539 -0.916 4.399
C 2.491 -1.419 2.053
C 3.862 -1.756 1.457
O 3.816 -1.227 0.115
C 2.684 -0.592 -0.066
N 1.831 -0.628 0.925
C 2.634 0.065 -1.394
C 3.874 0.488 -1.889
C 3.984 1.036 -3.155
C 2.861 1.132 -3.964
C 1.631 0.716 -3.483
C 1.493 0.202 -2.193
P -0.206 -0.219 -1.708
C -1.101 1.331 -2.091
C -2.478 1.339 -2.325
C -3.131 2.511 -2.665
C -2.429 3.706 -2.747
C -1.069 3.720 -2.479
C -0.407 2.542 -2.162
C -0.673 -1.522 -2.899
C -1.999 -1.896 -3.130
C -2.306 -2.880 -4.056
C -1.296 -3.519 -4.760
C 0.025 -3.166 -4.535
C 0.336 -2.175 -3.617
H 3.586 1.021 4.275
H 2.363 1.372 3.060
H 3.963 0.824 2.571
H 3.517 -1.338 3.844
H 0.672 -0.323 4.122
H 1.849 -0.591 5.392
H 1.231 -1.961 4.484
H 1.909 -2.329 2.196
H 4.076 -2.820 1.392
H 4.675 -1.252 1.974
H 4.757 0.382 -1.277
H 4.949 1.368 -3.514
H 2.941 1.528 -4.968
H 0.759 0.796 -4.121
H -3.064 0.438 -2.241
H -4.194 2.489 -2.872
H -2.938 4.620 -3.023
H -0.512 4.645 -2.540
H 0.659 2.581 -1.999
H -2.816 -1.437 -2.598
H -3.341 -3.142 -4.230
H -1.540 -4.281 -5.488
H 0.820 -3.649 -5.088
H 1.374 -1.900 -3.495
O -1.364 -3.597 3.386
C -0.884 -3.079 2.441
O -0.899 -1.712 2.252
C -0.155 -3.715 1.309
C 0.073 -5.071 1.248
C 0.801 -5.559 0.167
C 1.276 -4.662 -0.775
C 1.000 -3.310 -0.623
N 0.278 -2.837 0.391
H -0.309 -5.711 2.033
H 1.000 -6.618 0.071
H 1.856 -4.995 -1.624
H 1.371 -2.592 -1.340
C -4.215 3.367 0.902
C -3.987 1.895 0.723
C -5.027 0.988 0.560
C -4.749 -0.355 0.362
C -3.430 -0.761 0.372
Br -3.061 -2.574 0.038
N -2.398 0.077 0.568
C -2.701 1.385 0.702
H -5.241 3.637 0.663
H -3.548 3.943 0.260
H -4.026 3.665 1.935
H -6.055 1.328 0.567
H -5.536 -1.078 0.205
H -1.863 2.065 0.782
N -1.853 0.352 3.795
C -1.020 1.222 3.239
N -0.272 1.022 2.131
C 0.413 2.227 1.800
C 1.218 2.450 0.693
C 1.832 3.682 0.538
C 1.643 4.704 1.464
C 0.814 4.509 2.556
C 0.208 3.271 2.699
S -0.876 2.778 3.969
H -2.308 0.589 4.663
H -1.866 -0.614 3.505
H 1.375 1.685 -0.048
H 2.469 3.852 -0.321
H 2.135 5.657 1.329
H 0.646 5.298 3.276